1.
The following is a DFT calculation (ωB97M-V/def2-TZVPD) of a 2-piece molecular cluster, C14H27ClFN3O overall.

Element x y z (Å)
C 3.09644 -1.34796 2.03809
C 1.70794 -0.68745 1.96108
C 0.58424 -1.69538 1.95813
N -0.70127 -1.44968 2.17606
C -1.57982 -2.63768 2.34170
C -3.06617 -2.30304 2.21267
O -3.37052 -1.14840 2.99915
C -2.67023 0.03110 2.58579
C -1.15543 -0.14214 2.67154
H 3.78216 -0.51740 1.85086
H 3.35764 -1.83864 2.97790
H 3.18322 -2.12391 1.27261
H 1.49819 0.18360 2.52978
H 0.83671 -2.67487 1.57929
H -1.24795 -3.37015 1.60709
H -1.38384 -3.06184 3.33966
H -3.27314 -2.15257 1.12968
H -3.65528 -3.11813 2.68483
H -2.90455 0.26165 1.52725
H -3.00651 0.82896 3.27598
H -0.86423 -0.02207 3.72280
H -0.62217 0.63882 2.12059
Cl 2.41563 5.84860 -3.03076
C 3.10699 4.20320 -3.36240
N 2.78735 3.26890 -2.26889
C 3.40694 3.71587 -0.92528
C 3.09856 2.65504 0.11776
N 2.34803 1.56484 -0.54448
F 1.96852 0.07702 0.86155
C 3.14320 0.89684 -1.59826
C 3.41737 1.93693 -2.66131
C 1.03069 2.02043 -1.03254
C 1.26600 3.05384 -2.12217
H 2.66577 3.85624 -4.30867
H 4.19410 4.32699 -3.45636
H 4.48495 3.80213 -1.14856
H 2.95079 4.70066 -0.72963
H 4.01688 2.20505 0.52995
H 2.50054 3.06620 0.94495
H 4.06485 0.51112 -1.14090
H 2.56627 0.04615 -1.97678
H 2.96253 1.68296 -3.62732
H 4.48295 2.15242 -2.77608
H 0.50145 1.13076 -1.40980
H 0.45149 2.44504 -0.19278
H 0.86704 4.05421 -1.89934
H 0.94828 2.70481 -3.12088

Calculated values
* total charge: +2
* ΔE to the lowest compared entry with this formula, charge and spin: 21.29 kcal per mole
* highest occupied orbital energy: -14.67 eV
* gap between HOMO and LUMO: 7.161 eV

---

2.
The following is a DFT calculation (ωB97M-V/def2-TZVPD) of C17H18ClN3O3 as an isolated structure.

Element x y z (Å)
C 3.84479 -2.51300 -0.44036
H 3.75911 -2.26132 -1.62217
H 4.57159 -2.09506 -0.05673
H 3.87451 -3.65024 -0.41244
O 2.76028 -2.20118 -0.06414
C 2.50863 -0.81688 0.22224
C 3.36993 0.21695 -0.30121
C 2.83830 1.37403 -0.33473
C 1.76655 1.74772 0.44755
C 0.98431 0.92704 1.02559
C 1.13054 -0.56554 1.08081
N 0.43109 -1.63559 1.55530
C -0.37156 -1.10072 2.37800
C -1.89233 -0.56559 2.05808
N -1.81811 -0.83177 0.45886
C -1.78567 0.34940 -0.19354
C -2.59944 1.51048 -0.01541
C -2.76727 2.55272 -0.69409
C -2.30866 2.57838 -1.97335
C -1.31551 1.57059 -2.20155
C -1.17888 0.33199 -1.57707
Cl -0.02095 -0.78049 -1.87286
H -0.84233 1.60438 -3.14374
N -2.23253 3.78194 -2.59474
O -1.86704 3.51602 -3.92557
O -3.03264 4.69524 -2.40390
H -3.36742 3.38975 -0.56268
H -3.44933 1.28043 1.00269
C -1.39998 -2.08531 0.29837
H -2.22650 -2.65940 0.71781
C -0.18432 -2.57223 0.71574
H 0.59296 -2.77171 -0.23757
H -0.17777 -3.41077 1.30956
H -1.50002 -2.23984 -0.94513
H -2.59098 -1.12450 2.40545
H -2.10994 0.46132 2.35963
H -0.07648 -0.46275 3.09433
H -0.61205 -1.85325 3.36084
H 0.09958 1.20066 1.68378
H 1.52056 2.83326 0.78732
H 3.53956 2.39658 -0.70051
H 4.13542 -0.12173 -0.68846

Calculated values
* ΔE to the lowest compared entry with this formula, charge and spin: 485.65 kcal per mole
* highest occupied orbital energy: -7.68 eV
* gap between HOMO and LUMO: 6.436 eV